An isolated molecule of C3H3Cl3S, computed with ωB97M-V with the def2-TZVPD basis set.

The value obtained for the frontier orbital gap is 8.366 eV. The calculation puts the HOMO energy at -9.24 eV. For the LUMO energy, the calculation gives -0.8751 eV. The total charge is 0. The value obtained for the energy relative to the best compared isomer or geometry (same formula, charge and spin) is 0.0129 eV. The spin multiplicity is 1. As for the SMILES: S=C[C@@H](Cl)C(Cl)Cl. For the electronic energy, the calculation gives -1894.83258 Eh.

Geometry as XYZ:
```
10
Properties=species:S:1:pos:R:3:forces:R:3:nbo_charge:R:1
S 0.783770 -2.634066 0.292422 -0.33 0.51 -0.25 0.138
C 0.792305 -1.031393 0.478347 1.16 -2.08 1.37 -0.302
C -0.333252 -0.089987 0.475143 0.34 0.22 -1.39 -0.362
Cl -0.157700 0.861211 1.884330 0.12 1.36 1.78 0.027
C -0.228961 0.785627 -0.763630 -1.74 0.88 0.67 -0.229
Cl 0.028262 -0.061887 -2.201735 0.00 -1.31 -1.76 0.055
Cl -1.777185 1.693913 -0.792512 -0.09 0.32 -0.34 -0.033
H 1.723196 -0.616906 0.903390 -0.33 0.27 -0.67 0.213
H -1.350308 -0.424182 0.504114 -0.21 -1.15 -0.20 0.262
H 0.519874 1.517669 -0.779868 1.09 0.99 0.79 0.231
```
Positions in Å, forces in eV/Å.

A structure of composition C50H54Cl6N9O2V, computed with ωB97M-V with the def2-TZVPD basis set.

The value obtained for the frontier orbital gap (spin up / spin down) is 7.212 / 7.483 eV. The calculation puts the HOMO energy (spin up / spin down) at -10.95 / -10.94 eV. For the LUMO energy (spin up / spin down), the calculation gives -3.7372 / -3.4612 eV. The total charge is +1. The value obtained for the energy relative to the best compared isomer or geometry (same formula, charge and spin) is 0.0000 eV. The spin multiplicity is 2. For the electronic energy, the calculation gives -6285.87873 Eh.

Geometry as XYZ:
```
122
Properties=species:S:1:pos:R:3:forces:R:3:lowdin_charge:R:1
O -2.844746 0.499883 -3.175956 0.78 -1.95 -0.47 -0.272
V -1.974979 -0.744565 -2.743387 -0.32 4.43 4.60 1.012
C -2.067790 0.100410 1.515807 0.81 0.28 0.27 -0.058
C -1.014353 0.454034 0.457046 -0.06 0.60 -0.41 -0.540
C 0.377158 -0.038007 0.876724 -0.37 -0.94 0.00 -0.068
O -1.423032 0.034613 -0.808760 -0.50 -1.81 -2.76 -0.324
H -2.137912 -0.984572 1.626000 -0.18 -0.04 -0.06 0.077
H -3.038831 0.561317 1.345574 0.04 -0.19 -0.28 0.014
H -1.712622 0.501228 2.469162 -0.04 -0.13 0.11 0.056
H -0.926801 1.548527 0.398455 -0.19 0.22 0.27 0.121
H 1.223542 0.303564 0.278724 -0.20 0.40 -0.06 0.051
H 0.416368 -1.130691 0.789136 -0.12 0.00 0.07 0.043
H 0.556041 0.188699 1.928679 0.16 0.18 -0.09 0.088
N -3.853770 -1.663977 -1.759515 -0.09 -1.33 -0.02 -0.004
C -4.613855 -1.083778 -0.821633 0.39 0.64 0.55 -0.094
C -5.785413 -1.624122 -0.307220 -0.14 -0.24 -0.20 -0.029
C -6.226259 -2.846183 -0.768293 0.58 -0.60 0.07 -0.032
C -5.409252 -3.536189 -1.665215 -0.13 0.83 -0.44 -0.039
C -4.262612 -2.905742 -2.126665 -0.51 0.52 -0.72 -0.126
H -4.258430 -0.152345 -0.399346 0.10 0.11 -0.34 0.074
H -6.381356 -1.118037 0.439252 0.26 0.34 -0.05 0.101
H -7.138388 -3.280548 -0.382266 -0.08 0.01 -0.14 0.119
H -5.726941 -4.428923 -2.184031 0.06 -0.24 0.35 0.112
H -3.784532 -3.347525 -2.993332 0.48 -0.10 0.24 0.107
N -0.950591 3.593572 -3.392602 -0.04 -0.59 0.31 0.064
C -1.526225 3.634195 -2.186605 -0.22 1.00 -0.02 -0.144
C -1.414655 4.736456 -1.336127 0.20 -0.63 0.00 -0.060
C -0.492557 5.725177 -1.633241 -0.74 0.02 -0.17 -0.081
C 0.177292 5.632913 -2.843539 -0.42 0.50 -0.49 -0.086
C -0.146936 4.602219 -3.723355 0.51 -0.18 0.75 -0.156
H -2.189529 2.843763 -1.853940 0.07 -0.34 -0.49 0.083
H -2.065855 4.762951 -0.472204 0.23 0.11 0.19 0.096
H -0.425452 6.588900 -0.985564 0.33 0.01 -0.03 0.112
H 0.794069 6.452700 -3.188333 0.26 -0.14 0.09 0.105
H 0.345618 4.531552 -4.685661 -0.16 0.11 -0.14 0.101
N -6.051375 0.109099 2.839289 -0.27 -0.02 0.19 0.055
C -5.323701 -0.987642 2.980225 0.54 -1.01 -0.03 -0.200
C -5.824541 -2.272489 3.254950 -0.23 1.50 -0.27 -0.053
C -7.187081 -2.332412 3.477445 -0.64 -0.59 0.71 -0.080
C -7.989849 -1.193019 3.428157 1.10 -0.06 -0.08 -0.051
C -7.363474 -0.007334 3.068428 -0.55 0.00 -0.05 -0.157
H -4.247972 -0.891671 2.874783 -0.01 0.23 -0.11 0.076
H -5.142083 -3.107053 3.297637 -0.15 -0.15 0.12 0.105
H -7.666299 -3.245231 3.814886 0.16 -0.18 -0.22 0.108
H -9.025239 -1.233027 3.729851 -0.08 0.06 -0.23 0.107
H -7.964670 0.885642 2.955863 0.14 0.14 0.04 0.066
N -0.937721 -2.686471 -2.122127 0.93 -0.81 0.15 -0.014
C -0.745816 -3.075279 -0.847372 -0.18 -0.21 0.33 -0.120
C 0.044614 -4.158190 -0.482517 0.07 -0.58 0.33 -0.035
C 0.778786 -4.898444 -1.407429 -1.65 0.74 -0.20 -0.018
C 0.563129 -4.506666 -2.721289 0.83 -0.25 0.06 -0.055
C -0.253102 -3.428459 -3.008104 -0.06 0.17 -0.80 -0.142
H -1.242956 -2.542169 -0.048365 -0.25 0.26 -0.32 0.103
H 0.000425 -4.506754 0.541564 0.22 0.38 0.14 0.115
H 1.317740 -5.793450 -1.137022 0.27 0.14 0.02 0.124
H 1.099279 -5.027570 -3.503431 -0.23 0.15 -0.25 0.118
H -0.355677 -3.127203 -4.046123 -0.03 -0.08 -0.05 0.110
N 3.656825 -2.263644 4.807409 -0.22 1.30 -0.34 0.059
C 3.667151 -1.724919 3.567306 0.18 -0.75 0.13 -0.128
C 2.592039 -1.775126 2.685480 -0.40 -0.09 0.81 -0.074
C 1.423124 -2.336285 3.183818 0.17 -0.31 -0.49 -0.105
C 1.380227 -2.834429 4.465012 -0.45 -0.13 0.17 -0.094
C 2.496855 -2.708332 5.277542 0.35 -0.56 -0.46 -0.152
H 4.619007 -1.307358 3.265206 0.06 0.00 -0.10 0.093
H 2.601488 -1.478408 1.649020 0.48 0.32 0.12 0.059
H 0.566536 -2.446153 2.528717 -0.06 0.00 0.08 0.084
H 0.503463 -3.388816 4.776049 -0.06 0.27 0.34 0.098
H 2.495601 -3.056860 6.303349 -0.01 -0.10 -0.01 0.105
N 5.238304 1.868708 -0.934007 -0.01 -0.42 0.45 0.068
C 6.496940 2.300893 -0.794168 -0.32 0.10 0.11 -0.157
C 7.487053 1.621244 -0.088984 -0.59 0.34 -0.18 -0.063
C 7.115161 0.450096 0.529735 0.48 -0.87 0.00 -0.074
C 5.829474 -0.052509 0.386424 0.18 0.42 -0.24 -0.067
C 4.921598 0.709147 -0.332873 0.35 0.16 -0.12 -0.146
H 6.688228 3.280507 -1.215212 0.17 -0.06 -0.24 0.102
H 8.499606 1.993041 -0.032222 -0.03 0.11 0.04 0.105
H 7.869775 -0.123234 1.056034 -0.09 -0.01 0.11 0.109
H 5.553182 -1.029992 0.749473 -0.08 0.13 0.32 0.071
H 3.903278 0.345836 -0.401023 -0.13 0.19 -0.26 0.081
N 2.922536 3.001469 1.703548 0.17 0.46 0.31 0.065
C 2.197432 3.254615 0.628108 0.42 -0.15 -1.02 -0.163
C 2.535504 4.209950 -0.336887 -0.15 -0.56 0.45 -0.075
C 3.706537 4.906067 -0.157062 1.13 -0.07 -0.17 -0.086
C 4.565770 4.586348 0.904442 -1.78 0.40 0.24 -0.070
C 4.046469 3.718627 1.871457 0.87 -0.78 -0.85 -0.143
H 1.417727 2.540962 0.379990 -0.39 0.20 0.40 0.075
H 1.948744 4.278319 -1.242234 -0.11 0.27 0.08 0.078
H 4.067417 5.599445 -0.907756 -0.16 0.06 -0.05 0.105
H 5.517617 5.090168 0.974262 0.10 -0.16 0.29 0.101
H 4.679801 3.379466 2.682242 -0.12 0.29 0.31 0.102
N 3.628706 -2.503364 -0.338032 -0.16 0.12 -0.65 0.075
C 2.842455 -2.105927 -1.349547 0.54 -0.65 0.27 -0.165
C 3.183687 -2.322660 -2.668782 -0.19 0.15 -0.54 -0.080
C 4.358841 -2.992978 -3.008949 -0.57 0.55 0.13 -0.054
C 5.194246 -3.343853 -1.972799 0.37 -0.38 0.34 -0.055
C 4.789299 -3.078764 -0.674250 -0.81 0.01 0.63 -0.151
H 1.863204 -1.706199 -1.107969 0.10 0.29 0.15 0.088
H 2.496214 -1.954078 -3.421940 0.07 -0.16 -0.17 0.091
H 4.566140 -3.215595 -4.046255 0.21 0.03 0.01 0.110
H 6.135418 -3.860749 -2.104122 -0.03 0.01 -0.24 0.110
H 5.346607 -3.409516 0.193726 0.41 0.00 -0.18 0.113
N -0.094589 0.133008 -3.565447 0.24 -0.65 0.35 -0.003
C 0.202380 -0.033842 -4.856047 0.78 0.09 -0.21 -0.120
C 1.391651 0.418719 -5.441686 -0.45 -0.38 -0.28 -0.042
C 2.306378 1.084855 -4.669761 -0.04 0.61 1.22 -0.029
C 1.995491 1.267386 -3.316568 0.42 0.49 -0.81 -0.039
C 0.829371 0.783922 -2.804075 -0.94 0.28 -0.03 -0.107
H -0.492864 -0.548509 -5.508472 -0.30 -0.01 0.22 0.117
H 1.547498 0.245575 -6.497369 -0.02 0.04 -0.01 0.114
H 3.205114 1.584032 -5.005873 0.02 -0.36 -0.51 0.122
H 2.603202 1.931220 -2.714915 0.21 -0.31 0.21 0.108
H 0.590881 1.082263 -1.792576 -0.52 -0.61 0.03 0.099
C -2.094714 1.074357 5.349027 0.13 0.52 0.08 -1.554
Cl -1.460722 -0.545183 5.586807 -0.28 -0.24 -0.09 0.539
Cl -1.472778 2.137403 6.617826 -0.15 0.01 -0.07 0.541
Cl -3.869059 1.170258 5.247881 0.41 -0.24 0.06 0.552
H -1.702382 1.436646 4.407463 -0.06 0.03 0.01 -0.014
C -5.510596 3.193007 1.854481 -0.14 0.00 0.38 -1.529
Cl -4.974039 4.818932 2.285468 0.04 -0.12 -0.16 0.538
Cl -4.610885 2.553945 0.466011 -0.23 0.22 0.01 0.562
Cl -7.267686 3.172054 1.600802 0.32 0.05 -0.23 0.551
H -5.315772 2.539114 2.696681 0.04 -0.08 -0.12 -0.034
```
Positions in Å, forces in eV/Å.

- Which of these has the highest electronic energy?
  C3H3Cl3S

- Number 2 is which compound?
  C50H54Cl6N9O2V

- Which formula does entry 2 have?
  C50H54Cl6N9O2V

- What is the energy relative to the best compared isomer or geometry (same formula, charge and spin) in the second record?
  0.0000 eV